No. 1
78
Properties=species:S:1:pos:R:3:forces:R:3:lowdin_charge:R:1 method="wB97M-V/def2-TZVPD" molar_mass_da=612.53 homo_energy_ha=-0.293 total_energy_ha=-2289.102270 orbital_gap_ha=0.2752 total_charge=0 relative_energy_kcal_mol=915.1
C 2.7604 1.2945 -0.3359 6.00 7.01 -11.69 -0.177
C 3.2566 1.7176 -1.7518 -2.43 3.16 -1.86 -0.115
C 2.5774 1.0912 -2.9629 1.91 -1.61 -1.26 -0.133
O 1.4047 1.7333 -3.1680 -2.44 -1.61 -1.65 0.125
C 1.4971 2.9173 -2.7666 -1.07 5.30 0.72 -0.597
O 0.7022 3.8142 -3.0369 1.85 -1.48 1.03 0.120
O 2.6231 3.0394 -1.9933 0.50 1.49 0.57 0.066
H 1.6812 1.3010 -0.1834 -1.05 1.66 -3.51 0.131
H 3.0299 2.0115 0.4395 1.15 0.97 -1.18 0.174
H 3.2475 0.3277 -0.2087 -4.38 3.62 -3.45 -0.011
H 4.3424 1.7926 -1.8104 -0.27 0.38 -0.10 0.143
H 2.3574 0.0677 -2.6593 -0.41 4.28 -3.08 -0.043
H 3.0578 1.0060 -3.9376 1.03 0.70 0.13 0.157
C 2.5914 0.3240 1.3198 -2.08 -3.95 8.44 -0.095
C 2.4044 -1.1915 1.2182 0.09 1.25 3.05 -0.170
C 2.1200 -1.7556 2.6532 1.80 -0.61 -0.22 -0.087
O 0.9864 -2.5088 2.4971 -2.56 -1.57 -0.92 0.105
C 0.5111 -2.4392 1.2095 -0.86 0.44 2.63 -0.397
O -0.5661 -2.8054 0.8683 14.10 5.00 3.42 -0.008
O 1.2047 -1.5792 0.5200 3.44 -0.92 1.49 0.052
H 3.6455 0.5469 1.4852 -0.31 -0.13 0.81 0.134
H 1.9385 0.7853 2.0608 0.27 -0.41 1.24 0.126
H 2.2387 0.8490 0.4320 -4.66 -5.79 9.04 -0.154
H 3.2905 -1.6888 0.8236 -0.81 0.68 0.42 0.103
H 2.0078 -1.0403 3.4679 -0.13 0.26 -0.40 0.138
H 2.8614 -2.4950 2.9562 0.64 0.38 0.07 0.137
C -2.8452 4.1455 1.0846 -1.30 0.53 0.68 -0.012
C -4.2862 3.7620 0.7628 0.07 -4.09 -0.80 -0.251
C -4.5148 2.2062 0.3904 -1.88 0.25 2.53 -0.104
O -5.5528 1.6917 1.2895 -0.14 0.78 -0.75 0.086
C -5.9154 2.6763 2.0886 -1.00 -0.63 1.16 -0.561
O -6.8162 2.5808 2.9056 1.68 0.85 -1.18 0.110
O -5.0793 3.7340 1.9144 -1.37 2.14 1.86 0.065
H -2.9681 5.1794 1.4073 0.65 0.26 -0.12 0.088
H -2.1843 4.0315 0.2253 -0.15 0.25 0.23 0.090
H -2.5130 3.5774 1.9534 0.16 -0.01 -0.20 0.089
H -4.6622 4.3682 -0.0613 -0.41 0.28 0.33 0.155
H -3.6283 1.6377 0.6716 -2.90 0.35 1.61 0.093
H -4.6464 2.0867 -0.6850 -3.78 -0.63 1.59 0.118
C 0.1721 -0.0377 -1.0528 0.24 9.20 3.49 -0.096
C -1.0982 -0.1643 -0.3498 0.79 -2.22 1.33 -0.290
C -1.2146 0.4682 0.9755 -1.13 3.32 -0.14 0.032
O -2.0141 1.6490 0.5682 3.57 0.69 3.13 0.041
C -2.5168 1.4785 -0.5981 0.96 -1.67 -1.91 -0.637
O -3.3067 2.2195 -1.0550 5.43 1.94 -6.32 0.115
O -2.2962 0.2230 -0.9805 0.36 0.20 -1.98 0.183
H 0.5873 0.9594 -0.9062 -1.16 1.15 0.36 0.097
H 0.2079 -0.2250 -2.1260 -1.25 5.10 0.54 0.086
H 0.9012 -0.7274 -0.6274 -2.04 4.21 0.46 0.057
H -1.2967 -1.1786 -0.0032 1.81 1.94 -2.51 0.077
H -0.3433 0.9276 1.4422 0.10 -0.64 0.13 0.151
H -1.8720 -0.1407 1.5961 0.43 0.85 0.66 0.123
C 4.6270 -0.5336 -0.7622 3.07 -1.38 -0.72 -0.010
C 3.8407 -1.4377 -1.7325 0.57 0.75 0.52 -0.128
C 3.4421 -2.7551 -1.1033 0.24 -0.84 -1.03 -0.061
O 2.0859 -2.8878 -1.5271 -1.06 -1.80 1.26 0.116
C 1.5156 -1.7175 -1.8607 -2.68 -4.90 -3.10 -0.471
O 0.3113 -1.4703 -2.0427 6.09 -13.93 -5.94 0.122
O 2.5047 -0.8998 -2.0129 1.99 -4.19 3.72 0.064
H 5.4749 -1.1068 -0.3870 -0.43 -0.90 0.72 0.122
H 4.0055 0.0105 -0.0510 5.08 -3.03 0.73 0.000
H 5.2868 0.2665 -1.0979 -0.69 0.16 -1.22 0.107
H 4.3904 -1.5483 -2.6672 -0.38 0.03 -0.16 0.176
H 3.6200 -2.7264 -0.0283 -0.39 -0.73 -0.59 0.109
H 3.9547 -3.6332 -1.4963 0.13 0.22 -0.12 0.154
C -3.6532 -1.4728 1.1633 -0.86 -0.46 0.49 0.039
C -2.3782 -2.2516 0.8429 -6.31 4.12 0.67 -0.424
C -2.2558 -3.6182 1.2627 -2.55 -1.44 2.82 -0.123
O -1.4809 -4.1306 0.2537 -4.02 -8.98 -4.71 0.050
C -1.4927 -3.3310 -0.8670 -0.79 -2.67 -3.08 -0.420
O -0.9789 -3.6194 -1.9616 -2.03 0.91 4.39 0.153
O -2.3011 -2.2949 -0.5399 -0.58 -2.26 -3.29 0.087
H -3.6408 -1.2388 2.2278 0.13 0.65 0.02 0.107
H -4.6281 -1.9508 1.0670 0.22 -0.78 -0.36 0.101
H -3.7584 -0.6156 0.4982 0.26 0.11 0.57 0.088
H -1.5500 -1.5887 1.0933 -2.26 -0.46 1.89 0.096
H -3.2120 -4.0795 1.5093 -0.30 -0.55 -1.23 0.154
H -1.7990 -3.6127 2.2524 0.49 -0.55 -0.16 0.166

No. 2
74
Properties=species:S:1:pos:R:3:forces:R:3:lowdin_spin:R:1 method="wB97M-V/def2-TZVPD" molar_mass_da=1088.41 s2=3.78 homo_energy_ha="-0.122 / -0.121" total_energy_ha=-14241.824590 multiplicity=4 orbital_gap_ha="0.2063 / 0.1982" total_charge=-1 relative_energy_kcal_mol=39.8
V -0.9299 1.9987 -0.4616 0.39 0.53 0.04 2.672
O -3.1297 -2.0021 2.5758 0.00 -0.02 0.00 0.000
C -2.5916 -1.1799 3.5181 0.00 -0.01 0.02 0.000
C -2.6111 -1.5456 4.8627 0.00 0.02 -0.02 0.000
C -2.0429 -0.7294 5.8245 0.01 0.02 0.03 0.000
C -1.4395 0.4645 5.4548 0.00 -0.03 0.01 0.000
C -1.4066 0.8158 4.1167 0.00 -0.03 0.00 0.001
C -1.9790 0.0141 3.1308 0.00 0.07 -0.07 0.000
C -1.8546 0.4969 1.7192 -0.08 -0.15 0.15 0.007
O -0.7842 1.1330 1.4369 -0.02 0.04 -0.05 0.024
N -2.8701 0.2679 0.9055 0.03 0.02 -0.07 0.002
N -2.5808 0.8336 -0.3094 -0.03 -0.26 0.18 0.004
C -3.4274 0.7840 -1.2708 0.03 0.15 -0.40 0.094
C -3.0076 1.4521 -2.5110 -0.14 -0.23 0.40 0.022
C -3.7950 1.4625 -3.6514 0.03 0.09 -0.20 0.011
C -3.3491 2.1600 -4.7630 -0.09 -0.10 0.11 0.016
C -2.1445 2.8372 -4.6926 0.11 0.06 0.01 0.015
C -1.4081 2.7740 -3.5194 -0.06 -0.03 -0.07 0.022
N -1.8100 2.0732 -2.4617 0.09 0.09 0.08 0.036
H -3.4467 -2.7985 3.0144 0.00 0.01 0.00 0.000
H -3.0781 -2.4827 5.1490 0.00 -0.01 -0.01 0.000
H -2.0723 -1.0305 6.8644 0.00 0.00 0.00 0.000
H -0.9938 1.1097 6.1998 0.00 0.00 0.00 0.000
H -0.9253 1.7301 3.7955 0.00 -0.01 -0.01 0.000
H -4.4028 0.3198 -1.1608 0.01 0.00 -0.02 0.005
H -4.7503 0.9551 -3.6472 0.00 0.00 0.00 0.000
H -3.9500 2.1956 -5.6627 0.00 0.00 0.00 0.001
H -1.7794 3.4319 -5.5180 0.00 0.00 0.00 0.001
H -0.4841 3.3297 -3.4008 -0.01 0.01 -0.01 0.002
C 3.0458 2.3466 0.0169 -0.03 0.02 0.03 0.000
As 1.7603 1.5320 -1.2067 -0.09 -0.17 -0.07 0.021
C 2.3549 2.3867 -2.8570 -0.02 0.02 0.01 0.001
C 2.7243 -0.1669 -1.6000 -0.02 0.02 -0.04 0.005
C 2.4605 -1.4543 -0.7952 0.00 0.02 0.03 0.000
C 3.7119 -2.3342 -0.9178 0.01 0.01 -0.04 0.000
C 1.2869 -2.2388 -1.4011 0.00 -0.03 -0.01 0.004
As -0.4582 -1.3113 -1.3248 -0.07 -0.09 -0.03 0.021
C -1.1728 -1.9260 -3.0501 0.04 0.00 0.01 0.005
C -1.3876 -2.6181 -0.1992 0.01 0.03 0.00 0.004
C 2.2095 -1.1062 0.6793 -0.03 0.00 -0.04 0.000
As 2.0627 -2.6400 1.9173 0.01 -0.01 0.02 0.000
C 1.3462 -1.6109 3.4198 -0.02 0.02 0.00 0.000
C 3.9261 -2.6649 2.5521 0.00 0.00 -0.02 0.000
H 4.0582 2.0091 -0.2094 0.00 0.01 -0.01 0.000
H 2.7862 2.0931 1.0438 0.01 0.00 0.00 0.000
H 2.9801 3.4279 -0.1018 0.00 -0.01 0.00 0.000
H 3.4312 2.2546 -2.9827 0.00 -0.01 0.02 0.000
H 2.1071 3.4478 -2.8077 0.00 -0.01 -0.01 0.000
H 1.8347 1.9330 -3.7019 -0.01 0.01 0.01 0.000
H 3.7813 0.1033 -1.5124 -0.01 0.02 0.01 0.000
H 2.5471 -0.3588 -2.6635 0.00 -0.02 0.01 0.000
H 3.9471 -2.5084 -1.9709 0.01 -0.01 0.01 0.000
H 3.5597 -3.3080 -0.4443 0.00 0.00 0.00 0.000
H 4.5761 -1.8534 -0.4518 0.00 0.00 0.00 0.000
H 1.1794 -3.2022 -0.8950 0.01 0.00 0.00 0.000
H 1.5080 -2.4467 -2.4522 0.01 0.00 0.00 0.000
H -1.0490 -3.0026 -3.1784 0.01 0.00 0.01 0.001
H -0.6616 -1.4011 -3.8579 -0.01 0.00 0.00 0.000
H -2.2334 -1.6764 -3.0968 0.00 0.01 0.00 0.000
H -1.3212 -3.6174 -0.6338 0.01 0.00 0.01 0.001
H -2.4274 -2.3207 -0.0723 0.00 0.02 0.00 0.000
H -0.9252 -2.6225 0.7886 -0.01 -0.02 0.00 0.000
H 1.2792 -0.5328 0.7806 0.00 -0.01 0.02 0.000
H 3.0155 -0.4648 1.0504 0.00 0.01 0.01 0.000
H 0.3030 -1.3674 3.2248 -0.01 0.01 0.02 0.000
H 1.8979 -0.6803 3.5608 0.01 -0.01 -0.01 0.000
H 1.4003 -2.2060 4.3315 0.00 -0.01 0.00 0.000
H 4.5787 -3.0983 1.7955 0.00 0.00 0.01 0.000
H 3.9870 -3.2759 3.4530 -0.01 0.00 0.00 0.000
H 4.2636 -1.6535 2.7831 0.00 0.00 0.00 0.000
Se 0.1207 4.4055 0.2157 -0.02 -0.06 -0.13 -0.002
Te 0.5131 5.7812 -1.8384 -0.04 -0.03 0.07 0.020
Te -3.5503 5.0919 -1.3869 0.01 -0.02 0.00 0.009
Se -2.3125 3.9858 0.4591 -0.01 0.04 0.01 -0.027

No. 3
69
Properties=species:S:1:pos:R:3:forces:R:3:nbo_charge:R:1 method="wB97M-V/def2-TZVPD" molar_mass_da=707.88 homo_energy_ha=-0.155 total_energy_ha=-6656.666702 orbital_gap_ha=0.2356 total_charge=-1 relative_energy_kcal_mol=16.2
Ti 0.9397 0.5016 0.4316 0.21 0.03 0.09 1.173
C 0.5495 1.4028 4.9649 0.02 -0.02 0.02 -0.651
C -0.1087 0.1184 4.5494 -0.02 0.07 0.00 0.187
N -0.5767 -0.6668 5.4974 0.02 0.01 0.00 -0.424
C -1.1794 -1.8147 5.1543 0.00 -0.01 -0.02 -0.016
C -1.3341 -2.2319 3.8535 0.02 0.05 0.01 -0.096
C -1.9987 -3.5505 3.5781 -0.01 -0.02 0.02 -0.083
O -1.1192 -4.5178 3.0015 -0.01 0.04 -0.03 -0.725
C -0.8272 -1.4171 2.8179 0.05 0.04 0.00 -0.116
C -0.9393 -1.8413 1.4324 0.13 0.13 -0.18 0.105
N -0.3153 -1.2195 0.5096 -0.29 -0.12 0.08 -0.468
C -0.3300 -1.4803 -0.8852 -0.11 -0.02 0.05 0.142
C -0.9351 -2.5553 -1.5260 0.03 0.07 -0.04 -0.266
C -0.8667 -2.5831 -2.9119 0.03 0.03 -0.02 -0.240
C -0.2157 -1.5587 -3.5998 -0.03 -0.05 0.00 -0.216
C 0.3905 -0.5083 -2.9168 0.02 0.07 0.08 -0.248
C 0.3641 -0.4476 -1.5228 0.00 0.00 0.24 -0.367
I 1.9184 3.0587 -0.3433 -0.08 -0.13 0.06 -0.495
C -0.2063 -0.1952 3.1564 -0.07 0.11 0.03 0.344
O 0.2462 0.6733 2.2931 0.13 -0.20 -0.31 -0.748
H 1.2130 1.2182 5.8097 -0.02 -0.01 0.01 0.220
H -0.2053 2.1222 5.2915 -0.01 0.01 -0.03 0.218
H 1.1086 1.8391 4.1416 0.01 0.01 0.01 0.242
H -1.5507 -2.4254 5.9715 0.00 -0.01 -0.01 0.178
H -2.8297 -3.4382 2.8774 0.00 -0.01 -0.01 0.175
H -2.4134 -3.9368 4.5144 0.00 0.00 0.00 0.168
H -0.2239 -4.3002 3.2811 0.00 -0.02 0.02 0.473
H -1.5370 -2.7233 1.2116 0.00 -0.02 -0.07 0.184
H -1.4385 -3.3448 -0.9798 0.00 -0.01 0.00 0.205
H -1.3183 -3.3986 -3.4639 -0.01 -0.01 0.02 0.202
H -0.1782 -1.5959 -4.6833 0.01 0.01 0.00 0.199
H 0.8960 0.2670 -3.4849 0.00 -0.01 -0.02 0.205
C -3.1754 4.0758 -1.4009 -0.02 -0.01 0.01 -0.617
C -1.8644 3.3034 -1.4268 -0.05 0.03 0.02 -0.731
As -1.6533 1.9122 -0.0598 0.02 -0.09 0.07 0.998
C -2.2546 2.8330 1.5682 -0.05 -0.02 -0.02 -0.713
C -1.2752 3.8919 2.0588 0.03 0.00 -0.03 -0.618
C -3.2900 0.8589 -0.3717 -0.01 0.01 -0.04 -0.719
C -3.3866 0.3435 -1.8046 0.00 0.01 -0.02 -0.620
H -3.2342 4.7879 -2.2280 0.02 0.00 0.00 0.204
H -3.2825 4.6438 -0.4749 0.00 0.00 0.00 0.201
H -4.0392 3.4110 -1.4800 0.00 0.00 0.00 0.196
H -1.0028 3.9605 -1.3020 0.00 0.01 0.00 0.249
H -1.7198 2.7965 -2.3838 0.01 -0.01 0.01 0.225
H -2.3525 2.0347 2.3093 -0.01 0.02 0.02 0.222
H -3.2520 3.2499 1.4062 0.00 0.00 -0.01 0.198
H -0.2963 3.4540 2.2551 0.00 -0.01 0.00 0.235
H -1.6348 4.3617 2.9778 0.01 0.00 0.00 0.196
H -1.1261 4.6772 1.3145 -0.01 0.00 0.00 0.204
H -4.1687 1.4528 -0.1061 0.01 0.01 0.00 0.201
H -3.2400 0.0258 0.3346 0.00 -0.01 -0.01 0.216
H -3.5076 1.1675 -2.5113 0.00 0.00 0.00 0.197
H -4.2426 -0.3238 -1.9319 0.00 -0.01 0.01 0.200
H -2.4888 -0.2067 -2.0925 0.00 0.00 0.00 0.228
C 4.0615 0.0253 -2.0388 -0.07 0.00 0.00 -1.082
Ge 3.6570 -1.2071 -0.5682 0.08 -0.02 0.02 1.610
C 2.9618 -2.8755 -1.3584 -0.06 0.02 -0.02 -1.082
C 5.3953 -1.6797 0.2475 0.00 0.02 0.01 -1.080
C 2.4745 -0.4753 0.7654 0.03 0.06 -0.11 -1.190
H 4.7891 -0.4246 -2.7187 0.00 -0.01 0.01 0.210
H 4.4623 0.9604 -1.6489 0.02 0.01 0.02 0.237
H 3.1569 0.2638 -2.5980 0.00 0.00 0.00 0.232
H 3.6755 -3.2823 -2.0788 0.02 0.01 0.00 0.212
H 2.0166 -2.6907 -1.8730 0.05 -0.01 0.02 0.233
H 2.7889 -3.6250 -0.5836 0.00 0.00 0.02 0.216
H 6.0530 -2.1417 -0.4923 0.01 0.00 0.00 0.210
H 5.2613 -2.3795 1.0746 -0.02 0.00 -0.01 0.216
H 5.8861 -0.7853 0.6350 -0.01 0.00 0.00 0.222
H 2.7036 -0.7934 1.7880 -0.02 -0.02 0.01 0.224